Record 1
Formula: C5H9N3O
Source: the Open Molecules 2025 dataset
Level of theory: the ωB97M-V functional and the def2-TZVPD basis

Electronic energy: -435.1709 hartree
Gap between HOMO and LUMO: 8.338 eV
HOMO energy: -7.840 eV
Maximum force: 5.5 eV/Å
ΔE to the lowest compared entry with this formula, charge and spin: 180.0 kcal per mole

Geometry as XYZ:
```
18
Properties=species:S:1:pos:R:3:forces:R:3:lowdin_charge:R:1
C 2.4438 0.8342 -0.1335 0.288 -4.747 2.106 -0.030
C 0.2200 -1.7179 0.6483 0.941 -0.452 -1.726 -0.021
C -0.8322 -0.8368 -0.0447 -0.026 0.380 3.491 -0.496
C -0.9889 0.4809 0.7713 -1.514 -0.641 -2.217 -0.227
C -0.0336 0.2288 -0.5503 3.173 1.412 1.816 -0.123
H 2.4294 1.6553 -0.7481 0.083 1.529 -1.877 0.048
H 2.3418 1.1580 0.9032 -0.065 0.124 0.159 0.078
H 3.3110 0.1182 -0.1827 -0.007 1.643 -0.081 0.102
H 0.0752 -2.6319 1.3230 0.267 1.452 -1.430 0.134
H -1.9631 -1.8289 -1.2795 0.494 -1.566 -1.569 0.095
H -0.8753 0.5443 1.9026 0.604 -0.227 -1.860 0.147
H -1.8087 2.3128 0.2351 -2.397 -4.257 -0.459 0.142
H -2.6359 0.4299 -0.9055 1.568 3.034 4.317 0.263
H -0.2125 0.7799 -1.4274 -0.726 0.853 -0.682 0.125
N 1.4096 -0.1741 -0.4532 -3.442 0.933 -1.070 -0.195
N 1.4053 -1.3293 0.2297 0.017 -1.074 2.921 0.039
N -2.2768 1.1542 0.3348 2.262 1.988 -2.610 -0.093
O -2.0089 -1.1776 -0.6230 -1.519 -0.383 0.771 0.013
```
Positions in Å, forces in eV/Å.



Record 2
Formula: C26H43BrIIrN8S2
Source: the Open Molecules 2025 dataset
Level of theory: the ωB97M-V functional and the def2-TZVPD basis

Electronic energy: -5225.9924 hartree
2S+1: 2
Gap between HOMO and LUMO (alpha / beta): 5.779 / 5.469 eV
⟨S²⟩: 0.76
HOMO energy (alpha / beta): -15.350 / -15.350 eV
Maximum force: 1.7 eV/Å
ΔE to the lowest compared entry with this formula, charge and spin: 79.8 kcal per mole
Charge: +3

Geometry as XYZ:
```
82
Properties=species:S:1:pos:R:3:forces:R:3:lowdin_charge:R:1
Ir -0.9532 -0.9103 -0.1879 1.168 0.480 -0.649 0.898
N -2.8174 0.1326 3.5548 0.045 -0.081 0.085 0.162
C -2.5015 0.3937 2.2818 -0.034 0.138 -0.054 -0.155
N -1.7374 -0.5508 1.7659 -0.427 0.106 -1.357 -0.093
C -1.5453 -1.5016 2.7636 -0.059 -0.150 0.272 -0.233
C -0.8395 -2.7023 2.7499 0.022 0.135 -0.032 -0.048
C -0.8708 -3.4587 3.9021 0.117 0.006 -0.171 -0.044
C -1.5565 -3.0246 5.0464 -0.092 0.085 0.067 -0.038
C -2.2374 -1.8242 5.0774 -0.032 -0.022 0.093 0.019
C -2.2298 -1.0741 3.9070 0.251 -0.195 -0.287 -0.167
H -3.3953 0.6982 4.1575 -0.004 0.092 -0.080 0.184
H -2.8248 1.2789 1.7589 -0.024 0.018 0.029 0.137
H -0.2910 -3.0119 1.8688 -0.057 -0.129 0.070 0.033
H -0.3488 -4.4054 3.9267 0.002 -0.007 0.021 0.119
H -1.5501 -3.6510 5.9274 0.002 0.021 0.022 0.124
H -2.7512 -1.4890 5.9679 -0.027 -0.024 -0.001 0.128
Br -0.0705 -5.3486 0.2447 0.121 -0.120 -0.016 0.798
C -1.5661 -6.1557 -0.5749 -0.165 0.137 -0.069 -0.712
C -1.5767 -7.5304 -0.7533 0.069 0.016 0.051 -0.101
C -2.6584 -8.1344 -1.3746 -0.112 0.093 -0.039 -0.035
C -3.7391 -7.3722 -1.7958 0.094 -0.115 0.076 -0.044
C -3.7403 -5.9979 -1.6102 -0.184 0.281 -0.070 -0.140
C -2.6491 -5.3996 -1.0087 0.821 -0.125 0.181 -0.662
I -2.7091 -3.2893 -0.7786 -0.081 0.589 0.076 1.108
H -0.7410 -8.1208 -0.4045 0.019 0.003 -0.030 0.115
H -2.6564 -9.2038 -1.5317 0.003 -0.012 0.034 0.126
H -4.5877 -7.8456 -2.2692 -0.016 0.024 -0.009 0.124
H -4.5908 -5.4108 -1.9308 0.022 0.018 -0.042 0.105
C -2.8934 5.0483 -2.0023 -0.183 -0.057 -0.045 -0.016
N -1.6243 5.4293 -1.4244 0.265 -0.116 0.016 -0.134
C -1.3784 6.8139 -1.0026 0.003 0.217 0.033 -0.064
C 0.0688 6.7785 -0.4815 0.029 0.109 0.085 -0.080
N 0.4489 5.3813 -0.7225 0.005 0.062 -0.016 0.050
C -0.5393 4.6840 -1.2802 -0.173 0.424 0.241 -0.720
S -0.4099 3.0357 -1.7328 0.161 -0.425 -0.273 0.699
H -3.0943 5.6466 -2.8917 0.034 -0.009 0.010 0.114
H -3.6965 5.2118 -1.2826 0.035 0.025 0.002 0.108
H -2.8639 3.9994 -2.2812 -0.009 0.006 -0.022 0.053
H -2.0889 7.0990 -0.2267 -0.017 -0.046 -0.027 0.139
H -1.5086 7.4897 -1.8486 0.000 -0.043 -0.005 0.141
H 0.1323 7.0100 0.5805 -0.013 -0.004 -0.028 0.129
H 0.7263 7.4554 -1.0240 -0.021 -0.029 -0.021 0.134
H 1.4029 5.0676 -0.6966 -0.039 -0.146 -0.042 0.144
C 4.9050 3.0573 -0.9785 -0.024 -0.098 0.012 -0.056
C 4.2837 1.6928 -0.7084 0.258 0.264 0.005 -0.194
N 2.8278 1.7595 -0.5083 0.159 0.058 0.029 0.036
C 2.1162 1.7521 0.6025 -0.052 -0.077 -0.100 -0.688
S 0.3596 1.6510 0.4597 -0.647 -0.772 -0.075 0.642
N 2.5702 1.8435 1.8382 0.002 0.019 0.081 0.040
C 3.9120 2.1185 2.3799 0.333 -0.244 0.061 -0.193
C 4.6078 0.8516 2.8637 -0.072 0.133 -0.072 -0.056
H 5.9795 2.9409 -1.1125 0.009 0.026 -0.038 0.097
H 4.7442 3.7515 -0.1531 -0.020 0.014 -0.005 0.072
H 4.4985 3.4960 -1.8897 0.009 0.025 -0.004 0.085
H 4.7404 1.2139 0.1535 -0.058 -0.089 -0.067 0.100
H 4.4480 1.0458 -1.5700 -0.059 -0.087 0.060 0.129
H 2.2838 1.8087 -1.3570 -0.104 0.038 0.049 0.091
H 1.8623 1.7272 2.5486 -0.100 0.026 -0.070 0.129
H 3.7686 2.8032 3.2152 -0.031 0.057 -0.073 0.134
H 4.5113 2.6313 1.6337 -0.118 0.072 0.026 0.093
H 4.0679 0.4004 3.6955 0.003 -0.030 -0.006 0.085
H 5.6102 1.1028 3.2065 0.009 -0.035 0.030 0.096
H 4.6888 0.1177 2.0615 0.039 -0.046 0.023 0.072
N -3.8137 -0.2778 -1.1638 -0.390 -0.309 -0.115 -0.069
N -2.4901 0.0979 -1.5375 0.107 -0.214 1.714 -0.142
H -4.5028 -0.0717 -1.8791 0.061 0.234 -0.015 0.105
H -4.0804 0.1279 -0.2789 0.092 0.126 -0.010 0.072
H -2.3375 1.1082 -1.5798 -0.024 0.003 -0.074 0.033
H -2.3307 -0.2833 -2.4663 0.236 -0.181 0.091 0.091
C 2.7725 -1.8662 -2.4723 -0.114 0.068 0.118 -0.051
C 1.5002 -1.0974 -2.0861 -0.031 0.227 -0.273 -0.510
C 0.5072 -1.0987 -3.2492 0.121 -0.038 0.149 -0.068
C 0.9231 -1.7251 -0.8299 -0.993 -0.401 0.444 -0.248
H 3.2516 -1.3726 -3.3177 0.019 -0.045 -0.050 0.093
H 2.5226 -2.8861 -2.7650 0.049 -0.026 -0.011 0.097
H 3.4858 -1.9095 -1.6488 0.013 -0.020 0.007 0.085
H 1.7809 -0.0619 -1.8752 -0.060 -0.078 0.009 0.082
H 0.1257 -2.1045 -3.4340 -0.046 -0.007 0.014 0.095
H 0.9776 -0.7494 -4.1673 -0.026 0.044 -0.012 0.096
H -0.3308 -0.4335 -3.0233 -0.052 0.030 -0.116 0.038
H 1.6039 -1.6187 0.0218 -0.126 0.088 0.125 0.077
H 0.7027 -2.7843 -0.9919 0.114 0.015 0.060 0.004
```
Positions in Å, forces in eV/Å.